Below is a 14-piece molecular cluster, CH29O14 overall, with properties calculated with the ωB97M-V functional and the def2-TZVPD basis.

Geometry as XYZ:
```
44
Properties=species:S:1:pos:R:3:forces:R:3
O -5.8711 4.7251 11.9455 -0.1 0.6 0.2
O -7.8518 2.3534 9.1157 -0.3 1.0 -0.8
O -9.0258 5.1270 12.3494 -1.2 -0.3 0.4
O -10.4935 6.6179 9.7514 -0.7 0.3 -0.7
O -11.4330 1.5681 9.7743 -2.2 -0.3 -0.6
O -7.0677 0.0227 8.0775 0.6 -1.1 -0.5
O -8.6749 0.8477 11.0426 -0.6 -0.2 2.3
O -9.2111 1.6916 13.6410 0.1 1.7 0.4
O -5.5151 3.3475 7.8989 -1.6 2.5 -0.3
O -5.7390 2.2228 10.7715 1.2 -0.4 1.0
O -8.4273 2.3936 6.4254 0.2 -1.8 -1.2
O -5.7908 5.9984 8.6345 -0.1 -0.3 -0.5
O -8.3382 6.8498 8.1918 0.8 2.2 -0.3
O -6.9309 6.9191 11.0882 1.2 0.3 0.5
C -8.2522 3.5911 9.6468 1.4 -1.0 -0.2
H -4.9109 2.6597 7.8716 1.8 -1.9 0.1
H -11.6274 2.4847 9.5927 0.0 0.3 -0.1
H -9.7823 6.5510 9.0967 0.0 0.0 0.0
H -8.4782 4.6279 11.7439 0.5 -0.1 -0.3
H -7.2403 0.9154 8.3620 -0.5 0.8 0.5
H -6.9012 6.4467 10.2638 0.0 -0.4 -1.0
H -7.7781 7.3155 11.1024 -1.5 0.6 0.2
H -8.3307 1.5450 10.4767 0.5 -0.2 -1.7
H -9.2624 3.8860 9.5112 -1.2 0.4 -1.0
H -5.6669 2.9969 11.3418 0.1 0.0 -0.3
H -8.7528 1.4044 12.8494 -0.1 -0.6 -0.6
H -9.0524 0.1255 10.5578 0.2 -0.2 -0.7
H -5.1584 6.1040 9.3266 0.8 0.5 0.9
H -7.4459 6.5030 8.2615 0.6 -1.2 0.0
H -7.5422 4.3870 9.3514 -0.5 0.1 0.3
H -8.2187 3.4074 10.7039 0.4 0.6 1.2
H -8.3321 2.4131 7.3737 0.0 0.3 1.3
H -9.7263 4.4671 12.5573 0.6 0.7 0.0
H -10.0699 6.4150 10.5702 0.4 -0.4 1.1
H -8.0281 7.7934 8.2035 -1.2 -0.8 -0.1
H -6.1480 0.0540 7.7929 -0.1 -0.2 0.0
H -8.6612 3.2270 6.0830 -0.4 1.5 -0.2
H -6.3632 5.5680 11.8229 0.3 -0.2 -0.1
H -9.5309 0.9455 14.1142 -0.2 -1.0 0.2
H -6.1384 4.5030 12.8326 0.0 -0.4 0.6
H -10.5500 1.5401 10.0539 2.2 0.0 0.7
H -6.3426 2.9750 8.2572 -0.4 -0.4 0.2
H -5.5836 5.0808 8.3611 -0.2 -0.4 -0.4
H -6.4908 2.3999 10.2141 -0.7 -0.2 -0.8
```
Forces are in eV/Å.

- net charge = -1
- strongest force on any atom (eV Å⁻¹) = 2.97
- frontier orbital gap (Eh) = 0.321
- energy relative to the best compared isomer or geometry (same formula, charge and spin) (kcal per mole) = 0.0
- 2S+1 = 1